Below is a cluster of 12 separate species, C18H63N3O12 in total, with properties calculated with ωB97M-V/def2-TZVPD.

Its LUMO energy is 0.00522 hartree. The SMILES is COC[C@H](C)N.COC[C@H](C)N.COC[C@H](C)N.CCO.CCO.CCO.O.O.O.O.O.O. The HOMO energy is -0.3308 Ha.

Last column: Mulliken charge in e.
Element x y z (Å)
C 18.17 11.00 27.28  -0.771
O 18.69 10.15 28.34  -0.340
C 18.99 8.84 27.82  -0.821
C 19.47 7.75 28.84  0.524
C 19.94 6.39 28.28  -1.357
N 18.35 7.42 29.78  -0.658
H 18.85 11.27 26.47  0.303
H 17.82 11.91 27.77  0.273
H 17.23 10.61 26.88  0.331
H 18.24 8.29 27.26  0.355
H 19.61 8.91 26.93  0.429
H 20.21 8.11 29.55  0.343
H 20.76 6.41 27.56  0.352
H 19.06 5.85 27.96  0.270
H 20.36 5.80 29.10  0.354
H 17.90 8.23 30.18  0.212
H 18.70 6.95 30.60  0.218
C 13.90 13.20 19.47  -0.681
O 13.10 14.33 19.57  -0.373
C 13.84 15.52 19.98  -0.765
C 13.84 15.86 21.46  0.459
C 12.39 15.75 21.99  -1.339
N 14.52 17.16 21.61  -0.673
H 13.23 12.34 19.52  0.207
H 14.61 13.22 20.30  0.347
H 14.44 13.10 18.53  0.272
H 14.86 15.36 19.64  0.383
H 13.38 16.40 19.53  0.377
H 14.37 15.21 22.15  0.227
H 11.73 16.49 21.53  0.337
H 12.20 16.04 23.02  0.435
H 12.15 14.69 21.89  0.251
H 14.12 17.98 21.19  0.255
H 14.33 17.29 22.60  0.279
C 9.02 -0.46 17.87  -0.715
O 9.84 0.15 18.93  -0.320
C 9.51 1.50 19.22  -0.616
C 10.38 1.72 20.41  0.524
C 10.22 1.01 21.79  -1.554
N 10.33 3.10 20.76  -0.686
H 8.00 -0.55 18.24  0.293
H 9.52 -1.40 17.63  0.225
H 8.99 0.25 17.05  0.293
H 9.66 2.17 18.37  0.363
H 8.46 1.63 19.50  0.327
H 11.42 1.67 20.10  0.241
H 11.04 1.18 22.49  0.365
H 9.96 -0.04 21.63  0.373
H 9.30 1.39 22.24  0.411
H 10.62 3.21 21.72  0.226
H 11.06 3.53 20.20  0.251
C 10.63 10.45 23.69  -1.009
C 11.67 10.58 24.83  -0.169
O 11.37 9.67 25.79  -0.500
H 10.42 9.41 23.44  0.299
H 10.84 10.93 22.73  0.304
H 9.77 11.00 24.07  0.255
H 11.57 11.57 25.27  0.291
H 12.66 10.38 24.43  0.226
H 11.67 10.03 26.63  0.305
C 4.57 9.39 27.85  -0.888
C 4.75 8.09 27.10  -0.290
O 5.93 8.05 26.36  -0.500
H 5.30 9.51 28.65  0.287
H 3.56 9.45 28.25  0.313
H 4.61 10.15 27.06  0.242
H 4.02 8.07 26.29  0.219
H 4.80 7.25 27.79  0.320
H 6.60 7.64 26.91  0.296
C 4.81 14.49 22.48  -0.857
C 4.47 14.56 20.98  -0.264
O 5.57 15.18 20.36  -0.509
H 4.82 15.46 22.97  0.270
H 5.87 14.24 22.60  0.250
H 4.19 13.74 22.97  0.308
H 3.62 15.24 20.87  0.197
H 4.26 13.61 20.48  0.306
H 6.13 14.48 20.02  0.296
O 5.92 5.52 21.04  -0.636
H 6.76 5.61 21.50  0.314
H 5.30 6.03 21.57  0.319
O 11.56 5.12 25.85  -0.648
H 11.74 6.06 25.82  0.313
H 12.15 4.78 26.53  0.330
O 9.93 8.49 18.00  -0.623
H 9.41 8.05 18.67  0.319
H 10.74 7.98 17.96  0.311
O 14.20 10.60 30.34  -0.635
H 15.01 11.11 30.41  0.317
H 14.00 10.36 31.25  0.319
O 9.22 12.59 18.03  -0.628
H 10.16 12.73 18.16  0.301
H 9.13 11.64 17.94  0.324
O 14.70 5.17 28.60  -0.647
H 14.19 5.70 29.22  0.318
H 15.60 5.47 28.71  0.314

Below is a cluster of 14 separate species, C18H64N20O14 in total, with properties calculated with ωB97M-V/def2-TZVPD.

Its LUMO energy is 0.01118 hartree. The value obtained for the energy relative to the best compared isomer or geometry (same formula, charge and spin) is 40.4 kcal per mole. The HOMO energy is -0.3429 Ha.

Last column: Mulliken charge in e.
Element x y z (Å)
C 16.02 11.55 16.25  -0.255
C 14.97 11.42 17.37  -0.608
O 13.67 11.97 17.08  -0.526
H 16.39 12.56 16.10  0.190
H 15.64 11.09 15.31  -0.301
H 16.85 10.92 16.63  0.368
H 15.48 11.84 18.26  0.377
H 14.74 10.39 17.64  0.431
H 13.74 12.87 17.46  0.312
C 11.59 15.74 9.37  -1.279
C 12.50 14.58 9.23  0.696
O 13.85 14.96 9.68  -0.627
H 11.41 15.94 10.43  0.161
H 10.61 15.51 8.96  0.373
H 11.99 16.61 8.86  0.386
H 12.65 14.43 8.17  0.179
H 12.19 13.62 9.70  -0.196
H 13.99 14.55 10.56  0.131
C 9.21 14.05 12.01  0.161
C 8.06 14.89 11.38  -0.406
O 6.72 14.56 11.80  -0.568
H 9.04 12.97 11.81  0.378
H 9.31 14.18 13.10  -0.213
H 10.19 14.40 11.64  -0.203
H 8.07 14.81 10.28  0.259
H 8.28 15.94 11.64  0.247
H 6.71 14.43 12.76  0.315
C 12.56 10.60 8.45  -0.453
C 12.10 11.27 7.20  -0.434
O 13.06 12.25 6.94  -0.438
H 12.48 11.24 9.32  -0.044
H 13.60 10.28 8.44  0.064
H 11.92 9.77 8.72  0.418
H 11.09 11.71 7.33  0.263
H 11.94 10.52 6.39  0.397
H 13.02 12.51 6.01  0.252
C 11.60 9.42 15.54  0.447
O 11.21 10.51 15.05  -0.745
N 12.50 9.33 16.51  -0.237
N 11.25 8.17 15.13  -0.449
H 12.85 10.18 16.99  0.261
H 12.66 8.44 16.97  0.144
H 10.45 8.23 14.54  0.277
H 11.38 7.31 15.63  0.183
C 14.70 15.34 17.14  0.529
O 14.58 14.34 17.83  -0.735
N 15.77 16.28 17.28  -0.657
N 13.86 15.85 16.22  0.180
H 16.24 16.55 16.44  0.241
H 16.48 15.84 17.85  0.311
H 12.87 15.80 16.01  -0.030
H 14.23 16.76 15.95  0.211
C 14.50 17.57 12.92  0.354
O 14.82 17.48 14.09  -0.520
N 13.74 16.79 12.24  0.038
N 15.00 18.57 12.00  -0.611
H 13.57 15.82 12.45  -0.170
H 13.87 16.89 11.24  0.361
H 15.46 19.38 12.38  0.254
H 14.30 18.72 11.28  0.166
C 10.59 16.59 14.89  0.514
O 11.15 15.52 15.04  -0.654
N 9.32 16.86 15.22  -0.491
N 11.07 17.74 14.37  -0.397
H 8.93 17.61 14.69  0.250
H 8.72 16.04 15.28  0.389
H 12.06 17.89 14.20  0.149
H 10.44 18.54 14.39  0.139
C 14.25 8.06 10.75  0.460
O 13.50 8.85 11.24  -0.485
N 15.47 8.34 10.04  -0.288
N 14.07 6.65 10.83  -0.495
H 16.13 7.57 10.01  0.199
H 15.86 9.20 9.76  0.243
H 13.15 6.38 11.13  0.260
H 14.68 6.05 10.25  0.180
C 17.29 9.48 13.86  0.335
O 17.99 9.39 14.82  -0.597
N 16.02 8.87 13.76  -0.223
N 17.69 10.19 12.69  -0.245
H 15.35 9.17 13.04  0.078
H 15.59 8.49 14.57  0.212
H 18.57 10.67 12.76  0.244
H 17.16 10.21 11.84  0.171
C 8.66 13.22 15.50  0.609
O 8.07 14.23 15.22  -0.668
N 9.90 13.06 15.93  -0.157
N 8.13 11.92 15.58  -0.561
H 10.55 13.79 15.70  0.073
H 10.33 12.18 15.85  0.214
H 7.20 11.83 15.21  0.244
H 8.68 11.09 15.39  0.204
C 17.74 14.13 13.21  0.507
O 18.81 13.68 13.59  -0.694
N 17.34 15.46 13.37  -0.191
N 16.67 13.27 12.88  0.809
H 17.88 16.24 13.71  0.217
H 16.39 15.66 13.06  -0.032
H 16.75 12.27 12.94  -0.244
H 15.77 13.63 12.54  -0.290
C 16.71 12.05 9.23  0.490
O 16.51 10.98 9.92  -0.639
N 16.59 12.09 7.87  -0.475
N 16.92 13.25 9.75  -0.253
H 16.33 11.23 7.46  0.241
H 16.35 12.93 7.38  0.179
H 17.18 13.29 10.76  0.143
H 16.78 13.97 9.10  0.107
C 13.21 12.81 12.69  -0.576
O 13.87 13.74 12.27  0.499
N 13.46 11.57 12.48  0.585
N 12.24 13.00 13.54  1.308
H 12.76 10.84 12.56  0.103
H 14.19 11.44 11.80  -0.295
H 11.78 12.34 14.13  -0.200
H 12.06 13.98 13.72  -0.814

Below is a cluster of 16 separate species, C18H68FN2O17 in total, with properties calculated with ωB97M-V/def2-TZVPD.

Its LUMO energy is -0.12817 hartree. The charge is +1. The HOMO energy is -0.4397 Ha.

Last column: Mulliken charge in e.
Element x y z (Å)
C 1.19 0.40 3.57  -0.997
C 0.11 -0.41 2.91  0.552
F 0.67 -1.50 2.28  -0.314
N -0.55 0.35 1.80  0.976
C -1.40 1.51 2.20  -0.313
O -2.76 1.18 2.30  -0.258
N -3.04 -0.17 2.92  0.357
O -3.52 -0.05 3.95  -0.291
H 0.79 1.28 4.07  0.325
H 1.94 0.69 2.84  0.189
H 1.65 -0.22 4.34  0.370
H -0.65 -0.78 3.59  0.306
H 0.20 0.74 1.21  0.205
H -1.08 -0.28 1.15  -0.136
H -1.32 2.23 1.40  0.311
H -1.03 1.96 3.11  0.368
C 1.41 2.24 -0.61  -0.576
O 0.15 1.57 -0.44  -0.443
H 1.86 2.31 0.37  0.172
H 2.06 1.65 -1.26  0.358
H 1.28 3.23 -1.03  0.322
H -0.28 1.47 -1.30  0.287
C -2.23 -2.71 0.18  -0.588
O -1.78 -1.35 0.09  -0.693
H -2.20 -3.04 1.22  0.355
H -3.24 -2.79 -0.21  0.200
H -1.56 -3.36 -0.39  0.083
H -1.80 -1.11 -0.85  0.087
C -4.47 -2.42 -3.29  -0.768
O -3.17 -2.32 -2.72  -0.157
H -5.18 -2.03 -2.56  0.296
H -4.56 -1.84 -4.21  0.273
H -4.73 -3.46 -3.52  0.318
H -2.54 -2.67 -3.36  0.107
C 0.00 -4.91 -3.25  -0.748
O -0.89 -3.94 -3.82  -0.483
H 0.10 -4.69 -2.18  0.353
H -0.38 -5.92 -3.36  0.312
H 0.97 -4.83 -3.73  0.249
H -0.96 -4.15 -4.76  0.247
C 1.62 -1.95 -1.27  -0.416
O 0.96 -1.86 -2.53  -0.315
H 2.29 -1.10 -1.20  0.163
H 0.92 -1.91 -0.44  0.017
H 2.21 -2.86 -1.20  0.362
H 0.35 -2.60 -2.62  0.096
C -1.32 0.24 -4.17  -0.504
O -0.57 0.61 -3.01  -0.525
H -1.85 1.11 -4.53  0.299
H -0.64 -0.12 -4.95  0.268
H -2.05 -0.54 -3.92  0.064
H -0.07 -0.19 -2.76  0.275
C 5.03 1.16 1.12  -0.708
O 3.73 1.46 1.65  -0.420
H 4.92 0.26 0.51  0.229
H 5.39 1.97 0.49  0.297
H 5.75 0.96 1.91  0.287
H 3.81 2.24 2.20  0.269
C 3.17 0.88 7.09  -0.531
O 3.17 1.50 5.80  -0.470
H 3.78 -0.02 7.01  0.247
H 3.61 1.54 7.84  0.253
H 2.16 0.60 7.40  0.247
H 2.65 2.31 5.87  0.267
C -2.35 4.51 4.47  -0.593
O -2.39 4.20 3.07  -0.430
H -1.60 5.28 4.61  0.266
H -3.32 4.89 4.81  0.258
H -2.08 3.63 5.06  0.259
H -3.08 3.54 2.96  0.219
C -6.80 -2.30 -6.70  -0.564
O -6.62 -3.18 -5.59  -0.476
H -5.81 -2.12 -7.11  0.206
H -7.43 -2.74 -7.47  0.301
H -7.22 -1.34 -6.39  0.264
H -7.49 -3.35 -5.21  0.284
C -6.21 3.28 3.51  -0.328
O -5.68 4.58 3.27  -0.488
H -6.49 3.24 4.55  0.236
H -7.09 3.08 2.89  0.303
H -5.47 2.50 3.32  0.006
H -5.43 4.64 2.34  0.292
C 2.38 -5.71 -6.66  -0.306
O 1.04 -5.63 -6.14  -0.432
H 2.88 -4.79 -6.37  -0.038
H 2.92 -6.55 -6.23  0.280
H 2.39 -5.78 -7.74  0.290
H 0.58 -6.44 -6.39  0.272
C 4.08 -1.64 -6.43  -0.511
O 4.30 -2.57 -5.38  -0.469
H 5.06 -1.29 -6.75  0.244
H 3.57 -2.10 -7.29  0.252
H 3.50 -0.78 -6.10  0.225
H 3.44 -2.88 -5.07  0.237
C 4.03 3.60 10.85  -0.544
O 3.57 2.79 9.77  -0.456
H 5.06 3.87 10.63  0.219
H 3.45 4.52 10.95  0.245
H 4.02 3.06 11.80  0.247
H 2.66 2.54 9.96  0.279
C 4.25 4.97 -1.62  -0.565
O 4.69 3.64 -1.36  -0.459
H 4.85 5.34 -2.44  0.242
H 3.20 4.99 -1.93  0.247
H 4.38 5.62 -0.76  0.273
H 4.15 3.28 -0.64  0.247

Below is a cluster of 16 separate species, C18H68N14O16 in total, with properties calculated with ωB97M-V/def2-TZVPD.

Its LUMO energy is -0.00137 hartree. The value obtained for the energy relative to the best compared isomer or geometry (same formula, charge and spin) is 1.0 kcal per mole. The HOMO energy is -0.3123 Ha.

Last column: Mulliken charge in e.
Element x y z (Å)
C -5.23 -0.55 -1.32  -1.723
C -3.96 0.23 -1.81  1.194
O -3.70 -0.16 -3.13  -0.682
H -5.16 -1.57 -1.41  0.419
H -6.17 -0.28 -1.81  0.404
H -5.34 -0.28 -0.29  0.329
H -3.12 -0.09 -1.27  -0.550
H -4.18 1.28 -1.79  0.330
H -2.88 0.26 -3.36  0.175
C 0.23 -4.95 2.49  -1.348
C -0.75 -3.89 2.00  0.036
O -0.21 -3.12 0.90  -1.036
H 1.07 -4.60 3.08  0.231
H 0.70 -5.41 1.65  0.245
H -0.33 -5.67 3.02  0.463
H -1.16 -3.19 2.77  0.248
H -1.59 -4.44 1.65  0.372
H 0.63 -2.74 1.19  0.293
C -0.86 2.94 2.29  -0.294
O 0.23 2.45 1.52  0.030
N -1.49 2.20 3.12  0.072
N -1.11 4.19 2.41  -0.311
H -1.22 1.23 3.15  -0.354
H -2.53 2.30 3.29  0.391
H -0.50 4.81 1.89  0.319
H -2.06 4.52 2.73  0.249
C -2.74 -0.37 1.70  -0.055
O -3.38 0.72 1.15  -0.682
N -1.53 -0.71 1.37  2.217
N -3.28 -1.01 2.67  -0.005
H -1.19 -0.11 0.60  -1.508
H -1.16 -1.71 1.38  -0.251
H -4.23 -0.66 2.87  0.320
H -2.82 -1.39 3.48  0.301
C 1.48 -4.18 -2.11  0.303
O 1.36 -2.85 -2.28  -0.346
N 1.04 -4.87 -1.13  -0.082
N 2.03 -4.94 -3.03  -0.438
H 0.59 -4.33 -0.45  0.004
H 1.01 -5.86 -1.18  0.217
H 2.31 -4.49 -3.90  0.278
H 2.07 -5.95 -2.88  0.144
C -0.65 -0.79 4.77  0.155
O -1.73 -1.60 4.82  -0.826
N 0.00 -0.30 5.83  -0.417
N -0.19 -0.36 3.60  1.189
H -0.31 -0.51 6.86  0.289
H 1.04 -0.13 5.85  0.217
H -0.79 -0.64 2.73  -0.292
H 0.62 0.22 3.33  0.004
C 2.84 1.79 3.48  -0.049
O 1.98 0.85 2.90  -0.293
N 4.13 1.74 3.32  -0.432
N 2.52 2.56 4.46  -0.383
H 4.45 1.07 2.53  0.288
H 4.83 2.28 3.87  0.188
H 1.53 2.72 4.75  0.273
H 3.19 3.22 4.80  0.173
C -1.51 2.01 -4.09  0.349
O -1.27 2.27 -5.43  -0.841
N -2.20 2.76 -3.30  0.026
N -0.94 1.01 -3.43  1.229
H -2.62 3.58 -3.72  0.185
H -2.53 2.55 -2.36  0.035
H -0.19 0.38 -3.91  -0.214
H -0.89 0.97 -2.38  -0.443
C 1.80 -0.19 -4.13  -0.164
O 2.69 -0.28 -3.02  -0.677
N 0.80 -0.95 -4.29  -0.015
N 1.95 0.72 -5.10  -0.168
H 0.63 -1.60 -3.46  0.062
H 0.36 -1.23 -5.16  0.259
H 2.56 1.49 -4.94  0.237
H 1.29 0.69 -5.90  0.233
C 3.60 -1.82 -0.54  -0.089
O 3.93 -0.47 -0.65  -0.578
H 2.55 -1.85 -0.25  -0.387
H 4.27 -2.25 0.25  0.258
H 3.69 -2.31 -1.50  0.368
H 3.67 -0.16 -1.56  0.490
C 3.37 2.43 -0.05  -0.114
O 2.75 3.52 0.49  -0.676
H 3.02 1.68 0.69  -0.196
H 4.42 2.52 -0.03  0.609
H 3.05 2.14 -1.02  -0.132
H 1.81 3.41 0.51  0.274
C 3.02 -2.12 2.86  -0.902
O 1.91 -1.88 2.07  0.120
H 3.72 -1.25 2.68  0.062
H 3.51 -3.03 2.55  0.359
H 2.74 -2.13 3.92  0.274
H 1.59 -1.02 2.37  -0.278
C 1.29 3.57 -2.96  -0.195
O 0.14 3.93 -2.26  -0.588
H 2.16 4.12 -2.69  0.408
H 1.23 3.74 -4.02  0.314
H 1.48 2.54 -2.73  -0.326
H -0.64 3.43 -2.52  0.281
C -1.91 -2.47 -2.00  -0.234
O -1.68 -2.34 -3.41  -0.645
H -1.56 -1.66 -1.40  -0.217
H -1.55 -3.37 -1.48  0.153
H -2.96 -2.54 -1.80  0.484
H -1.83 -1.45 -3.60  0.448
C 0.59 0.28 -0.68  1.572
O -0.70 0.97 -0.72  1.644
H 1.32 0.60 -1.37  -0.845
H 0.47 -0.77 -0.88  -0.042
H 1.06 0.32 0.36  -0.693
H -0.66 1.81 -0.25  -0.690
C -2.87 4.51 -0.62  -0.686
O -2.84 3.09 -0.68  -0.616
H -2.38 4.82 0.29  0.136
H -3.91 4.86 -0.60  0.238
H -2.25 4.87 -1.43  0.339
H -2.88 2.71 0.16  0.206

Below is a structure of composition C18H9IrN3O5S, with properties calculated with ωB97M-V/def2-TZVPD.

Its LUMO energy (spin up / spin down) is 0.04966 / -0.03568 hartree. The spin multiplicity is 5. The charge is -1. The value obtained for the energy relative to the best compared isomer or geometry (same formula, charge and spin) is 76.6 kcal per mole. The HOMO energy (spin up / spin down) is -0.1554 / -0.1734 Ha.

Last column: Mulliken spin population.
Element x y z (Å)
Ir -0.28 -0.37 0.00  0.902
O 5.16 -4.21 0.00  0.388
C 4.06 -3.74 0.00  0.137
C 2.74 -4.52 0.00  0.120
O 2.65 -5.72 0.00  0.334
C 1.61 -3.47 0.00  0.066
C 2.22 -2.16 0.00  -0.087
O 1.61 -1.04 0.00  -0.038
C 3.66 -2.24 0.00  0.024
O 4.48 -1.36 0.00  0.099
O 0.45 -3.79 0.00  0.040
C 2.95 4.24 0.00  0.055
C 1.67 4.80 0.00  -0.025
C 0.55 3.99 0.00  0.049
C 0.69 2.60 0.00  -0.122
C 1.96 2.04 0.00  0.156
C 3.08 2.86 0.00  -0.029
N -0.46 1.73 0.00  0.394
N -1.56 2.41 0.00  0.033
C -3.20 0.53 0.00  -0.039
C -4.50 0.03 0.00  0.372
C -4.85 -1.35 0.00  -0.059
C -4.10 -2.50 0.00  0.220
C -2.67 -2.66 0.00  0.121
C -1.85 -1.59 0.00  0.077
H 3.82 4.88 0.00  0.004
H 1.55 5.87 0.00  -0.001
H -0.44 4.42 0.00  -0.001
H 2.10 0.97 0.00  -0.026
H 4.06 2.40 0.00  -0.001
H -5.30 0.75 0.00  0.032
H -5.92 -1.52 0.00  0.000
H -4.67 -3.42 0.00  0.024
H -2.24 -3.66 0.00  0.012
S -4.03 3.14 0.00  0.477
C -2.83 1.96 0.00  0.026
N -2.18 -0.29 0.00  0.267

Respective max |F| values: 2.940; 4.167; 0.596; 8.904; 1.565 eV Å⁻¹.